No. 1
74
Properties=species:S:1:pos:R:3:forces:R:3 method="wB97M-V/def2-TZVPD" de_lowest_kcal_mol=58.6 smiles="C[N+](=O)[O-].C[N+](=O)[O-].C[N+](=O)[O-].C[N+](=O)[O-].C[N+](=O)[O-].C[N+](=O)[O-].COC(=O)OC.COC(=O)OC.ClCCCl" e_homo_ev=-10.9 energy_ha=-3156.435825 e_lumo_ha=-0.01107 spin_multiplicity=1 gap_ev=10.61
C 3.08194 -3.23405 0.07457 -0.12 -1.79 0.29
N 3.18918 -2.12654 -0.89351 -1.18 1.01 0.71
O 4.28452 -1.93827 -1.39964 -1.30 0.30 0.02
O 2.15040 -1.42685 -1.00187 2.52 -1.24 -0.49
H 2.12937 -3.75633 -0.01449 -0.28 0.68 -0.06
H 3.22599 -2.90302 1.10305 -0.03 0.49 -0.31
H 3.79758 -4.02950 -0.13330 0.44 0.55 -0.21
C 0.57376 -0.34627 -3.87767 0.14 -0.44 0.08
N -0.70258 0.39942 -4.10382 -0.54 1.13 -0.56
O -0.63196 1.57305 -4.58639 -0.46 -3.53 1.48
O -1.72881 -0.22155 -3.79508 1.13 1.56 -0.61
H 0.92478 -0.16731 -2.86138 0.28 0.96 -0.19
H 1.24201 -0.12388 -4.70958 0.12 0.27 0.51
H 0.41078 -1.42073 -3.79346 -0.65 0.11 -0.61
C -3.00581 6.12959 3.85937 -0.66 0.32 -0.54
N -1.59199 5.70349 4.04962 -0.23 0.15 0.10
O -1.28703 4.55273 4.19969 -0.64 -1.37 -0.08
O -0.78736 6.58960 4.08924 0.79 1.51 -0.13
H -3.00974 6.98241 3.18056 0.30 -0.04 0.15
H -3.38682 6.47934 4.81886 0.10 -0.30 0.00
H -3.63429 5.36339 3.40545 0.36 -0.28 0.44
C 1.81858 5.86870 0.80286 1.56 1.71 -0.64
N 2.67799 5.36135 -0.36242 -1.33 -2.67 0.22
O 2.47781 5.77711 -1.46564 -0.03 1.13 -0.45
O 3.40705 4.38964 -0.14627 -0.22 1.03 0.63
H 2.62358 6.32251 1.38090 -0.34 -0.50 0.96
H 1.17790 5.13973 1.29908 0.60 -0.18 -0.31
H 1.28230 6.75272 0.45786 -0.32 -0.48 -0.36
C 2.83507 0.22764 5.73656 0.52 0.02 -0.39
N 2.58198 0.79638 7.07720 -1.53 0.97 2.96
O 2.14414 0.00651 7.94982 1.08 1.45 -2.01
O 2.78365 2.01041 7.31772 -0.14 -2.74 -1.16
H 3.89539 -0.02206 5.77477 -0.03 -0.08 -0.28
H 2.65244 0.95340 4.94407 0.07 0.15 0.40
H 2.24238 -0.66971 5.55885 0.04 0.20 0.45
C 4.20339 1.45190 -0.11625 0.68 0.75 -1.22
N 4.52250 0.48263 0.94256 1.67 -1.09 0.44
O 5.66528 0.21921 1.31064 -0.35 1.35 -0.81
O 3.60236 -0.18396 1.33113 -1.77 -0.31 0.50
H 3.22072 1.90551 0.01303 0.19 -0.46 0.13
H 4.27622 0.87858 -1.04042 -0.57 -0.34 0.06
H 4.96269 2.21086 -0.30478 0.10 -0.03 0.92
C -4.85959 -2.82672 -4.44307 -0.53 1.54 0.73
O -4.82329 -3.66403 -3.31229 0.89 -1.60 1.72
C -4.75061 -3.12710 -2.06355 -0.12 3.19 -1.70
O -4.93154 -1.94326 -1.80138 0.01 -1.59 -0.64
O -4.35991 -4.02376 -1.21211 -0.70 -1.35 -0.17
C -4.02785 -3.60406 0.08229 1.38 0.33 1.33
H -4.58957 -3.36513 -5.35153 -0.51 -0.34 0.31
H -4.15525 -2.00274 -4.32879 0.09 0.10 0.08
H -5.86085 -2.40129 -4.37539 0.00 0.20 -1.11
H -4.54169 -4.16869 0.86028 -0.03 -0.30 -0.40
H -4.13225 -2.55048 0.34147 -0.55 0.05 -0.75
H -2.95180 -3.77656 0.10387 0.01 -0.31 0.61
C 0.76711 2.28948 2.17902 1.23 -1.32 0.42
O -0.06967 1.11728 1.91718 0.24 1.13 -1.21
C -0.10999 0.55372 0.65596 1.41 1.47 -0.54
O 0.45242 0.91956 -0.38622 -1.30 -0.51 2.73
O -0.87265 -0.50555 0.81601 -0.61 0.62 0.65
C -1.01109 -1.35995 -0.28275 -0.48 -0.62 -0.76
H 0.35802 3.08409 2.80300 -1.18 -0.14 -0.67
H 1.32674 2.64724 1.31478 -0.53 -0.02 -0.23
H 1.52019 1.90947 2.86937 0.34 -0.21 -0.14
H -1.30068 -0.84607 -1.19935 0.84 0.31 -0.16
H -1.90344 -1.97179 -0.15057 0.40 -0.21 0.68
H -0.07661 -1.92100 -0.29072 -0.33 -0.26 -0.84
Cl -2.93642 -6.53412 -5.03593 0.10 -0.23 -0.31
C -2.18215 -5.74857 -3.63237 -0.14 0.35 0.05
C -1.68374 -4.36055 -4.07948 0.06 -0.03 0.55
Cl -0.94170 -3.53362 -2.64242 -0.05 -0.31 -0.32
H -1.36956 -6.35615 -3.23405 0.23 0.05 -0.51
H -2.94534 -5.81110 -2.85666 0.00 0.89 -0.08
H -2.40281 -3.64116 -4.47131 -0.38 -0.52 0.33
H -0.93166 -4.43551 -4.86488 0.20 -0.28 0.31

---

No. 2
56
Properties=species:S:1:pos:R:3:forces:R:3 method="wB97M-V/def2-TZVPD" smiles="CCCC[Si@H](CCCP(=O)(OCC)OCC)O[SiH2]CCCI" e_homo_ev=-9.5 energy_ha=-2073.020502 e_lumo_ha=0.01942 spin_multiplicity=1 gap_ev=10.00
C -6.54350 1.53262 -0.11538 0.02 -0.01 -0.03
C -5.39863 0.53410 0.00738 0.05 0.03 0.01
C -4.05104 1.12781 -0.41418 -0.09 0.02 0.01
C -2.84064 0.33747 0.10748 -0.07 -0.04 -0.04
Si -1.31990 0.43836 -0.96633 0.03 0.05 -0.10
C -0.08511 -0.90102 -0.56474 -0.04 -0.05 -0.02
C 1.13666 -0.88028 -1.51095 0.02 -0.09 -0.01
C 2.47238 -0.69145 -0.77628 0.08 -0.01 0.04
P 3.26787 -2.21988 -0.27740 -0.18 -0.11 0.04
O 4.35214 -2.08346 0.70553 0.04 0.02 -0.05
O 2.10828 -3.21842 0.20332 -0.03 0.07 0.01
C 1.74737 -3.28965 1.59652 0.07 -0.03 -0.02
C 1.92946 -4.70828 2.08750 -0.04 0.03 -0.02
O 3.63289 -2.84812 -1.68739 0.09 0.02 -0.06
C 4.32453 -4.11695 -1.74193 -0.09 0.01 0.07
C 5.47071 -4.03163 -2.73984 0.01 0.01 0.00
O -0.57207 1.91513 -0.86631 -0.08 -0.01 0.16
Si 0.03910 2.76267 0.40136 0.06 -0.07 -0.03
C -0.21178 4.58876 0.16403 -0.01 0.02 0.01
C 0.10228 5.37650 1.44543 -0.01 -0.03 0.07
C -1.07225 5.50620 2.40230 0.10 -0.07 0.05
I -2.70524 6.63196 1.60435 -0.06 0.05 -0.04
H -7.50922 1.06543 0.08208 0.01 0.01 0.01
H -6.58016 1.96396 -1.11833 -0.01 -0.02 -0.01
H -6.41675 2.35667 0.58964 0.00 0.00 -0.01
H -5.61177 -0.34518 -0.60797 0.05 -0.02 0.03
H -5.32659 0.17376 1.03813 -0.02 0.05 0.01
H -3.99715 2.16032 -0.05483 0.08 -0.01 0.01
H -4.02446 1.19452 -1.50716 -0.03 0.00 0.01
H -2.62154 0.63817 1.13616 0.05 -0.07 0.02
H -3.08298 -0.73322 0.15713 -0.06 0.03 -0.03
H -1.73612 0.28871 -2.38244 0.02 0.00 0.00
H 0.24074 -0.81943 0.47776 -0.06 0.04 0.01
H -0.62223 -1.85349 -0.62850 0.10 -0.02 0.00
H 1.16419 -1.81344 -2.07619 0.04 0.06 -0.05
H 1.04775 -0.08579 -2.25677 -0.05 0.03 0.05
H 2.35365 -0.10053 0.13546 -0.04 0.06 -0.03
H 3.20368 -0.15975 -1.38963 0.00 -0.04 0.00
H 2.37340 -2.60240 2.16808 -0.01 -0.01 0.01
H 0.70677 -2.96842 1.67013 0.00 -0.03 0.02
H 1.61879 -4.78511 3.13081 0.00 0.00 -0.01
H 1.33049 -5.40166 1.49508 0.02 0.03 0.01
H 2.97733 -4.99951 2.01519 -0.01 0.01 0.01
H 3.58027 -4.85836 -2.02999 0.04 -0.06 0.00
H 4.68435 -4.36599 -0.74332 0.05 0.04 0.00
H 5.68039 -2.98513 -2.95585 0.03 -0.01 0.02
H 5.23490 -4.53250 -3.67781 -0.02 0.04 -0.01
H 6.37972 -4.47361 -2.33316 -0.03 -0.04 -0.02
H 1.48604 2.46071 0.53918 -0.01 0.04 0.00
H -0.61126 2.31790 1.66576 -0.01 0.02 -0.02
H -1.23957 4.77425 -0.15876 0.00 0.04 -0.01
H 0.42637 4.91899 -0.65924 0.01 -0.01 0.02
H 0.49741 6.36687 1.21269 -0.07 0.00 -0.02
H 0.88912 4.86758 2.02034 0.05 0.05 -0.04
H -1.48875 4.53807 2.67342 -0.01 0.04 -0.04
H -0.79034 6.03518 3.30841 0.01 -0.03 -0.01

---

No. 3
55
Properties=species:S:1:pos:R:3:forces:R:3 method="wB97M-V/def2-TZVPD" e_homo_ev=-4.5 energy_ha=-1021.089531 e_lumo_ha=0.07731 spin_multiplicity=1 gap_ev=6.63 charge=-1
C 2.00698 1.01336 1.87682 0.22 0.15 -0.01
C 0.63980 1.62534 1.79076 -1.49 0.05 1.48
O -0.15850 1.62912 2.72723 1.43 0.00 -1.63
O 0.32027 2.18549 0.59069 0.20 -0.36 0.04
C -0.65450 1.41917 -0.16421 -0.37 0.09 0.09
C -0.00491 0.30313 -0.95569 -0.03 0.01 -0.05
C 1.14581 0.73566 -1.85403 -0.07 -0.04 -0.19
C 1.73918 -0.44477 -2.63722 0.12 0.11 -0.04
C 2.08265 -1.69947 -1.80714 0.07 -0.17 0.14
C 1.02731 -2.83452 -1.80429 -0.78 -0.36 -0.35
Nb 0.23917 -3.27713 0.26203 1.18 0.78 -1.10
H 2.54941 1.09260 0.93152 -0.13 0.02 0.19
H 1.88279 -0.04510 2.13029 -0.02 0.10 -0.03
H 2.57350 1.50254 2.67522 -0.06 -0.11 -0.06
H -1.16653 2.13853 -0.80871 0.18 0.00 0.00
H -1.38955 1.01481 0.54101 0.06 0.05 -0.12
H -0.78267 -0.13956 -1.59404 0.09 -0.04 0.22
H 0.30636 -0.47493 -0.24386 0.00 0.13 -0.16
H 0.75300 1.47540 -2.56733 0.16 -0.11 0.08
H 1.94254 1.23650 -1.29333 -0.14 -0.09 0.15
H 2.67398 -0.10179 -3.10316 -0.19 0.05 -0.04
H 1.05614 -0.70586 -3.45421 0.08 -0.06 0.13
H 2.33868 -1.38300 -0.78056 0.05 0.06 -0.03
H 3.01581 -2.11042 -2.21254 -0.08 0.03 0.14
H 1.49522 -3.77015 -2.14802 -0.12 0.05 0.06
H 0.23608 -2.62085 -2.53634 0.15 -0.07 0.04
H 1.48050 -4.49603 0.91520 -0.40 0.12 0.46
H 1.02875 -2.07020 1.44339 -0.12 0.05 0.48
H -1.26508 -2.20092 0.22954 0.10 -0.23 0.63
H -0.74896 -4.61674 -0.52596 0.02 -0.03 0.24
H -0.79571 -3.96604 1.60919 -0.06 -0.14 -0.71
C -3.00436 0.84606 -5.63461 0.02 -0.02 0.02
C -1.69411 1.40898 -5.12947 -0.14 0.04 -0.06
O -0.97006 0.77896 -4.38594 0.06 -0.04 0.03
N -1.35165 2.66452 -5.53815 0.02 0.09 -0.05
C -2.08573 3.55544 -6.40909 0.04 -0.04 0.05
H -3.11695 -0.14694 -5.21283 0.00 -0.02 0.01
H -3.84607 1.46560 -5.32327 -0.01 0.01 -0.01
H -3.01182 0.77871 -6.72318 -0.01 0.01 -0.01
H -0.47178 2.98030 -5.16303 0.03 0.00 0.02
H -1.50907 3.80542 -7.30216 0.01 -0.03 -0.01
H -2.34606 4.48572 -5.90006 -0.01 -0.01 0.02
H -3.00684 3.07898 -6.72756 -0.04 0.01 -0.03
C 0.11567 -1.61885 7.90271 0.04 0.01 0.03
C 0.79984 -0.29066 7.65922 -0.09 -0.10 -0.05
O 1.64038 0.14580 8.43304 0.04 0.04 0.04
N 0.44075 0.38971 6.54740 -0.05 0.06 -0.05
C -0.53934 0.02881 5.53529 0.05 -0.03 0.03
H 0.51292 -2.03176 8.82416 0.01 0.00 0.02
H -0.96320 -1.49388 7.99794 -0.01 -0.01 -0.01
H 0.30445 -2.31333 7.08404 -0.02 0.00 -0.02
H 0.93746 1.25730 6.42598 0.03 0.03 -0.02
H -0.08087 -0.05356 4.55272 0.01 -0.02 0.00
H -1.32151 0.78575 5.47009 -0.01 0.00 0.01
H -0.99958 -0.92125 5.78452 0.00 -0.03 0.00

---

No. 4
57
Properties=species:S:1:pos:R:3:forces:R:3 method="wB97M-V/def2-TZVPD" e_homo_ev=-11.6 energy_ha=-4280.176495 e_lumo_ha=-0.13956 spin_multiplicity=1 gap_ev=7.85 charge=+1
N -1.93242 0.05853 5.70576 0.06 -0.03 0.12
C -2.19992 -0.28432 4.31748 0.13 -0.09 -0.17
C -1.55307 0.72578 3.35321 -0.18 0.09 0.09
C -0.08271 0.41056 3.07307 0.13 0.01 0.08
S 0.40002 0.84384 1.36124 -0.05 0.05 -0.08
S 1.89549 2.24015 1.49756 -0.09 0.01 0.15
C 1.20273 -0.66439 0.77199 -0.02 -0.06 -0.02
C 1.60350 -0.51373 -0.68792 0.06 0.01 -0.05
C 2.42247 -1.69460 -1.18216 0.01 0.03 -0.05
Br 1.52418 -3.38778 -0.85064 -0.01 -0.02 0.00
H -1.17758 -0.48197 6.10417 0.06 -0.01 -0.03
H -2.73718 -0.10311 6.29358 -0.06 0.04 -0.01
H -1.85968 -1.29710 4.05728 -0.07 0.05 -0.02
H -3.27222 -0.27815 4.12785 0.00 0.07 0.08
H -1.62623 1.71172 3.81655 -0.02 -0.02 -0.11
H -2.12915 0.75878 2.42632 0.07 -0.11 -0.02
H 0.59616 0.95682 3.72733 -0.04 -0.06 0.03
H 0.14975 -0.65543 3.14599 -0.10 0.03 -0.01
H 2.49619 1.65264 2.54952 0.11 0.01 -0.07
H 0.41864 -1.41740 0.88603 0.10 -0.04 0.03
H 2.03336 -0.90971 1.43894 -0.02 0.07 -0.04
H 0.70294 -0.41434 -1.30008 0.02 0.00 0.04
H 2.20330 0.38838 -0.84793 -0.04 -0.01 -0.01
H 3.40009 -1.75393 -0.70591 -0.10 -0.01 0.03
H 2.55629 -1.63047 -2.25842 0.03 0.02 0.05
C 3.90275 2.73310 -1.85137 -0.01 -0.03 0.05
O 2.78499 2.06880 -2.41880 -0.03 -0.04 0.03
C 1.69585 2.93395 -2.70914 0.01 0.06 0.01
C 1.68476 3.38839 -4.15430 -0.04 -0.04 -0.03
O 2.81250 4.18123 -4.45351 0.04 0.01 0.06
C 3.79940 3.51915 -5.22503 -0.01 0.01 -0.03
H 4.73023 2.02557 -1.84823 0.01 0.01 0.01
H 4.18512 3.62091 -2.41762 -0.02 -0.02 -0.04
H 3.68099 3.02912 -0.81856 0.07 0.05 -0.02
H 1.72865 3.81291 -2.05448 -0.01 -0.01 0.01
H 0.77007 2.38593 -2.50244 0.01 -0.01 -0.01
H 0.78620 3.99021 -4.32083 0.00 0.00 -0.01
H 1.63395 2.51678 -4.81579 0.01 0.01 0.01
H 3.43841 3.32039 -6.23865 -0.01 0.00 0.01
H 4.10303 2.57343 -4.76672 0.01 0.01 0.01
H 4.65748 4.18515 -5.28205 0.00 -0.01 -0.01
C -4.14747 -3.49694 -1.29971 0.01 0.00 -0.02
O -2.77973 -3.41972 -0.92583 -0.01 -0.04 0.05
C -2.34756 -2.12507 -0.58988 -0.02 0.07 -0.03
C -2.22698 -1.94685 0.91138 0.10 -0.08 0.04
O -3.45820 -1.99122 1.58845 -0.04 0.03 0.00
C -3.74875 -3.25162 2.17797 -0.01 0.00 -0.02
H -4.38448 -4.55230 -1.40975 -0.01 0.00 -0.01
H -4.79732 -3.05427 -0.54065 -0.01 -0.01 0.00
H -4.32008 -2.99211 -2.25480 0.00 0.01 0.00
H -3.02312 -1.36355 -0.99608 0.00 -0.02 0.00
H -1.35670 -1.97369 -1.03783 -0.02 0.00 0.00
H -1.79339 -0.95671 1.10861 0.01 0.03 -0.07
H -1.53822 -2.70686 1.30828 -0.01 0.00 0.00
H -3.07374 -3.45420 3.01681 0.01 0.00 0.00
H -3.66390 -4.06156 1.45168 -0.01 0.00 0.01
H -4.76970 -3.19913 2.54808 0.01 -0.01 0.01